(1)
# C3H14N2O2

A 3-piece molecular cluster, C3H14N2O2 overall (the ωB97M-V functional and the def2-TZVPD basis, the OMol25 dataset).

Positions of all 21 atoms, in Å:
C1 -0.219 -1.327 1.544
C2 -0.449 -0.524 0.236
C3 -0.093 -1.464 -1.001
N1 -0.574 -0.697 -2.233
N2 -0.398 -0.470 2.726
H1 0.684 -1.934 1.628
H2 -0.867 -2.298 1.406
H3 0.038 0.434 0.370
H4 -1.552 -0.342 0.194
H5 1.023 -1.556 -0.971
H6 -0.639 -2.380 -0.906
H7 -1.503 -0.988 -2.358
H8 -0.155 -1.168 -2.991
H9 0.112 -0.625 3.528
H10 -1.280 -0.246 3.126
H11 1.663 1.086 -1.163
H12 0.521 0.714 -1.857
O1 0.941 1.564 -1.545
H13 0.850 3.390 -0.390
H14 0.731 4.848 0.290
O2 1.165 3.981 0.365

Its SMILES is NCCCN.O.O. The HOMO-LUMO gap comes out at 9.81 eV.


(2)
# C3H14N2O2

A 3-piece molecular cluster, C3H14N2O2 overall (the ωB97M-V functional and the def2-TZVPD basis, the OMol25 dataset).

Positions of all 21 atoms, in Å:
N1 3.012 0.067 -1.218
C1 1.684 -0.513 -1.542
C2 0.483 0.464 -1.378
C3 -0.591 -0.051 -0.449
N2 -1.749 -0.630 -1.088
H1 3.112 0.947 -1.698
H2 3.147 0.145 -0.218
H3 1.872 -0.697 -2.625
H4 1.529 -1.522 -1.172
H5 0.042 0.470 -2.402
H6 0.863 1.465 -1.220
H7 -0.194 -0.736 0.362
H8 -0.834 0.819 0.174
H9 -2.603 -0.518 -0.552
H10 -1.659 -1.639 -1.132
H11 1.591 2.116 2.063
H12 1.102 2.676 3.403
O1 1.390 2.919 2.531
H13 -4.717 -1.672 2.376
H14 -3.708 -2.468 3.141
O2 -3.771 -1.641 2.643

Its SMILES is NCCCN.O.O. The HOMO-LUMO gap comes out at 9.55 eV.


(3)
# C3H14N2O2

A 3-piece molecular cluster, C3H14N2O2 overall (the ωB97M-V functional and the def2-TZVPD basis, the OMol25 dataset).

Positions of all 21 atoms, in Å:
N1 -3.570 0.882 0.953
C1 -2.792 0.805 -0.285
C2 -1.301 0.740 0.008
C3 -0.596 -0.014 -1.101
N2 0.850 -0.020 -0.959
H1 -4.555 0.973 0.756
H2 -3.388 0.095 1.557
H3 -3.150 -0.040 -0.884
H4 -2.990 1.711 -0.855
H5 -1.151 0.165 0.914
H6 -0.921 1.744 0.169
H7 -0.963 -1.040 -1.190
H8 -0.908 0.390 -2.075
H9 1.238 0.892 -1.148
H10 1.335 -0.697 -1.527
H11 2.667 -1.190 1.799
H12 1.872 -0.272 0.790
O1 2.717 -0.414 1.245
H13 5.266 -2.240 0.176
H14 4.911 -0.837 0.759
O2 5.428 -1.634 0.898

Its SMILES is NCCCN.O.O. The HOMO-LUMO gap comes out at 10.06 eV.


(4)
# C3H14N2O2

A 3-piece molecular cluster, C3H14N2O2 overall (the ωB97M-V functional and the def2-TZVPD basis, the OMol25 dataset).

Positions of all 21 atoms, in Å:
C1 -0.414 1.333 2.660
C2 -0.028 1.013 1.195
C3 1.409 0.550 1.053
N1 1.845 0.655 -0.326
N2 -1.687 2.070 2.783
H1 0.361 2.005 3.025
H2 -0.542 0.446 3.255
H3 -0.188 1.954 0.672
H4 -0.681 0.216 0.871
H5 2.047 1.127 1.751
H6 1.576 -0.481 1.386
H7 2.741 0.259 -0.538
H8 1.668 1.549 -0.743
H9 -2.439 1.482 2.453
H10 -1.695 2.849 2.136
H11 -0.167 -4.406 -0.766
H12 -0.883 -3.053 -0.445
O1 -1.017 -3.986 -0.625
H13 -1.411 -1.799 -6.472
H14 0.047 -1.571 -6.870
O2 -0.542 -2.210 -6.456

Its SMILES is NCCCN.O.O. The HOMO-LUMO gap comes out at 9.79 eV.


It is (1) that is the least stable of them.